Entry 1:
C18H47O17S5V | the ωB97M-V functional and the def2-TZVPD basis

As for the HOMO-LUMO gap (spin up / spin down): 9.514 / 6.488 eV. Its net charge is +2. The value obtained for the total energy is -134079.9165 eV. For the LUMO energy (spin up / spin down), the calculation gives -6.2 / -9.2 eV. The value obtained for the HOMO energy (spin up / spin down) is -15.7 / -15.7 eV. As for the expectation value of S²: 2.0466. Its multiplicity is 3. The molecular weight is 746.84 Da.

Each line ends with the Mulliken spin population.
Geometry (Å):
O1 2.03 -0.77 1.25  -0.303
V1 1.01 -0.38 0.14  1.256
C1 -2.39 -0.85 -2.27  0.141
C2 -1.59 0.44 -2.10  -0.023
C3 -2.54 1.57 -1.79  -0.019
O2 -0.41 0.19 -1.36  0.748
H1 -1.68 -1.64 -2.49  -0.009
H2 -3.09 -0.89 -3.11  -0.009
H3 -2.92 -1.21 -1.39  0.010
H4 -1.40 0.55 -3.17  0.124
H5 -3.33 1.53 -2.55  -0.002
H6 -1.94 2.48 -1.75  0.009
H7 -2.87 1.41 -0.76  0.014
O3 -2.55 1.07 1.87  0.001
S1 -1.26 1.59 2.29  0.013
O4 -0.01 1.00 1.81  0.012
O5 -1.24 3.19 1.92  0.001
C4 -2.29 4.02 2.24  0.000
C5 -2.62 4.92 1.07  0.000
C6 -1.24 1.83 4.19  0.002
H8 -1.92 4.51 3.15  0.000
H9 -3.18 3.41 2.39  0.000
H10 -3.26 5.69 1.49  0.000
H11 -3.08 4.27 0.33  0.000
H12 -1.73 5.42 0.69  0.000
H13 -1.38 0.85 4.66  0.000
H14 -2.04 2.49 4.51  0.000
H15 -0.25 2.26 4.36  0.000
O6 3.63 -2.05 -2.87  0.000
S2 3.08 -0.69 -2.72  0.008
O7 2.56 -0.25 -1.44  0.000
O8 4.34 0.26 -3.16  0.002
C7 4.28 1.65 -2.84  0.000
C8 5.32 2.36 -3.64  0.000
C9 1.97 -0.33 -4.19  0.000
H16 4.50 1.90 -1.80  0.000
H17 3.25 1.98 -3.00  -0.001
H18 5.42 3.41 -3.35  0.000
H19 5.10 2.27 -4.70  0.000
H20 6.38 2.15 -3.49  0.000
H21 2.37 -0.83 -5.07  0.000
H22 1.94 0.74 -4.38  -0.001
H23 1.00 -0.74 -3.89  0.000
O9 -1.00 -1.58 3.58  0.002
S3 -1.23 -2.15 2.27  -0.001
O10 -0.42 -1.65 1.13  -0.026
O11 -1.05 -3.79 2.37  0.000
C10 -1.66 -4.45 3.41  0.000
C11 -2.11 -5.86 3.01  0.000
C12 -2.99 -2.17 1.75  0.000
H24 -2.50 -3.89 3.81  0.000
H25 -0.89 -4.61 4.17  0.000
H26 -2.94 -5.81 2.30  0.000
H27 -2.59 -6.48 3.76  0.000
H28 -1.30 -6.39 2.51  0.000
H29 -3.60 -2.61 2.54  0.000
H30 -2.94 -2.76 0.83  0.001
H31 -3.33 -1.18 1.44  -0.001
O12 0.65 -3.23 -2.91  0.000
S4 0.99 -3.54 -1.51  0.001
O13 1.41 -2.48 -0.60  0.011
O14 -0.35 -4.27 -0.78  -0.002
C13 -1.11 -5.22 -1.46  0.000
C14 -2.66 -5.09 -1.11  0.001
C15 2.21 -4.99 -1.35  -0.001
H32 -0.75 -6.21 -1.20  0.000
H33 -1.01 -5.08 -2.54  0.000
H34 -2.95 -4.10 -1.46  0.001
H35 -2.84 -5.32 -0.06  0.000
H36 -3.24 -5.87 -1.62  0.000
H37 2.30 -5.02 -0.27  0.000
H38 3.20 -4.65 -1.66  0.000
H39 1.81 -5.90 -1.78  0.000
O15 3.47 3.67 -0.34  0.002
S5 2.19 3.13 0.09  0.010
O16 1.91 1.69 0.09  0.023
O17 1.81 3.74 1.56  0.003
C16 2.08 5.08 1.79  0.000
C17 2.13 5.29 3.30  0.000
C18 0.86 3.87 -0.89  0.004
H40 1.30 5.65 1.28  0.000
H41 3.09 5.34 1.47  0.000
H42 1.21 4.99 3.81  0.000
H43 2.20 6.35 3.57  0.000
H44 2.85 4.67 3.83  0.000
H45 1.04 3.50 -1.90  -0.001
H46 0.88 4.96 -0.88  0.000
H47 -0.11 3.61 -0.47  -0.002



Entry 2:
C18H48B2CuF8O18S6 | the ωB97M-V functional and the def2-TZVPD basis

As for the HOMO-LUMO gap (spin up / spin down): 7.174 / 2.292 eV. The value obtained for the total energy is -189040.5091 eV. The calculation puts the energy above the lowest of the compared OMol25 structures with the same formula, charge and spin at 1113.5 kJ/mol. For the LUMO energy (spin up / spin down), the calculation gives -3.9 / -8.7 eV. The value obtained for the HOMO energy (spin up / spin down) is -11.1 / -11.0 eV. As for the expectation value of S²: 0.7537. Its multiplicity is 2. The molecular weight is 982.12 Da.

Each line ends with the Mulliken spin population.
Geometry (Å):
Cu1 2.28 -3.02 1.55  -0.001
B1 -1.02 -0.71 -0.22  -0.025
F1 -0.60 -0.85 1.08  0.186
F2 -0.38 0.42 -0.68  0.216
F3 -0.57 -1.85 -0.88  0.059
F4 -2.41 -0.55 -0.26  0.073
B2 5.64 -0.77 0.41  -0.025
F5 6.58 -0.10 -0.33  0.042
F6 5.21 0.01 1.39  0.072
F7 4.58 -1.05 -0.36  0.209
F8 5.98 -2.03 0.94  0.195
O1 1.32 0.18 7.39  0.000
S1 0.98 0.17 5.99  0.000
O2 1.51 -0.88 5.09  0.000
O3 -0.67 0.13 5.91  0.000
C1 -1.41 -0.59 6.81  0.000
C2 -2.30 -1.36 5.87  0.000
C3 1.36 1.86 5.36  0.000
H1 -1.96 0.05 7.50  0.000
H2 -0.77 -1.26 7.39  0.000
H3 -2.89 -2.12 6.38  0.000
H4 -1.74 -1.97 5.16  0.000
H5 -2.98 -0.74 5.29  0.000
H6 2.36 2.14 5.70  0.000
H7 0.60 2.52 5.77  0.000
H8 1.30 1.91 4.28  0.000
O4 -3.50 7.82 -4.39  0.000
S2 -2.41 6.96 -3.93  0.000
O5 -1.88 6.87 -2.55  0.000
O6 -2.94 5.46 -4.33  0.000
C4 -2.32 4.26 -3.82  0.000
C5 -2.84 2.99 -4.59  0.000
C6 -1.05 7.05 -5.10  0.000
H9 -2.66 4.16 -2.79  0.000
H10 -1.23 4.24 -3.83  0.000
H11 -3.91 2.89 -4.43  0.000
H12 -2.49 2.09 -4.10  0.000
H13 -2.61 2.98 -5.66  0.000
H14 -0.57 7.96 -4.77  0.000
H15 -1.45 7.15 -6.11  0.000
H16 -0.46 6.14 -4.98  0.000
O7 -3.26 5.89 5.88  0.000
S3 -4.19 5.64 4.79  0.000
O8 -5.23 4.60 4.91  0.000
O9 -4.91 7.13 4.46  0.000
C7 -4.07 8.28 4.44  0.000
C8 -4.96 9.48 4.78  0.000
C9 -3.17 5.46 3.25  0.000
H17 -3.66 8.44 3.44  0.000
H18 -3.32 8.29 5.23  0.000
H19 -4.32 10.31 5.07  0.000
H20 -5.45 9.25 5.72  0.000
H21 -5.59 9.78 3.94  0.000
H22 -3.82 5.56 2.39  0.000
H23 -2.72 4.47 3.25  0.000
H24 -2.34 6.16 3.22  0.000
O10 -3.23 -7.68 2.23  0.000
S4 -2.27 -7.28 1.18  0.000
O11 -1.16 -6.35 1.42  0.000
O12 -1.75 -8.63 0.43  0.000
C10 -2.67 -9.73 0.30  0.000
C11 -1.90 -10.90 -0.44  0.000
C12 -3.31 -6.57 -0.20  0.000
H25 -3.55 -9.48 -0.30  0.000
H26 -2.91 -10.13 1.28  0.000
H27 -0.92 -10.96 0.04  0.000
H28 -1.63 -10.81 -1.49  0.000
H29 -2.47 -11.81 -0.25  0.000
H30 -3.50 -5.51 -0.02  0.000
H31 -4.26 -7.12 -0.18  0.000
H32 -2.80 -6.82 -1.12  0.000
O13 6.28 5.59 -2.80  0.000
S5 4.86 5.92 -2.71  0.000
O14 4.37 7.32 -2.74  0.000
O15 4.02 5.01 -3.82  0.000
C13 4.24 3.59 -3.96  0.000
C14 3.91 2.99 -5.29  0.000
C15 4.20 5.09 -1.21  0.000
H33 3.70 3.17 -3.11  0.000
H34 5.25 3.36 -3.61  0.000
H35 2.85 2.92 -5.51  0.000
H36 4.30 1.99 -5.48  0.000
H37 4.31 3.57 -6.12  0.000
H38 4.46 5.77 -0.40  0.000
H39 4.56 4.06 -1.10  0.000
H40 3.13 4.99 -1.41  0.000
O16 3.05 -6.22 -1.39  0.000
S6 3.60 -7.48 -1.90  0.000
O17 3.09 -8.79 -1.44  0.000
O18 3.45 -7.47 -3.58  0.000
C16 2.34 -8.18 -4.12  0.000
C17 1.28 -7.06 -4.31  0.000
C18 5.46 -7.41 -1.82  0.000
H41 1.98 -8.96 -3.46  0.000
H42 2.66 -8.71 -5.02  0.000
H43 0.97 -6.59 -3.38  0.000
H44 0.40 -7.60 -4.66  0.000
H45 1.55 -6.28 -5.03  0.000
H46 5.78 -7.86 -2.76  0.000
H47 5.81 -7.89 -0.90  0.000
H48 5.76 -6.37 -1.76  0.000



Entry 3:
C18H48B2F26N6O6P3 | the ωB97M-V functional and the def2-TZVPD basis

As for the HOMO-LUMO gap: 9.338 eV. Its net charge is +1. The value obtained for the total energy is -140569.2481 eV. The calculation puts the energy above the lowest of the compared OMol25 structures with the same formula, charge and spin at 0.0 kJ/mol. For the LUMO energy, the calculation gives -3.4 eV. The value obtained for the HOMO energy is -12.7 eV. Its multiplicity is 1. The molecular weight is 1053.11 Da.

Each line ends with the Mulliken charge.
Geometry (Å):
C1 -0.78 -0.04 6.43  -1.205
C2 -1.40 -0.90 5.41  0.608
O1 -0.92 -1.78 4.86  -0.346
N1 -2.86 -0.58 5.09  -0.032
H1 -3.42 -1.43 5.22  0.389
H2 -3.17 0.15 5.73  0.401
C3 -2.97 -0.15 3.65  -0.573
H3 -1.33 0.09 7.36  0.450
H4 -0.71 0.97 5.99  0.257
H5 0.22 -0.40 6.66  0.334
H6 -2.57 -0.97 3.06  0.352
H7 -2.41 0.77 3.52  0.008
H8 -4.03 -0.07 3.43  0.415
C4 0.54 -3.90 3.04  -1.015
C5 1.74 -3.48 2.25  0.775
O2 2.39 -4.19 1.58  -0.435
N2 2.17 -2.04 2.35  1.213
H9 2.28 -1.71 1.37  -0.265
H10 1.45 -1.39 2.72  -0.350
C6 3.44 -1.85 3.11  -0.639
H11 0.36 -4.93 2.73  0.418
H12 -0.34 -3.31 2.79  0.092
H13 0.84 -3.81 4.09  0.396
H14 4.02 -2.76 3.06  0.352
H15 3.20 -1.68 4.16  0.324
H16 3.98 -1.00 2.70  0.186
C7 2.69 -2.61 -6.31  -1.380
C8 2.22 -1.98 -5.05  0.737
O3 2.18 -0.84 -4.80  -0.295
N3 1.74 -2.97 -4.02  0.321
H17 0.73 -3.25 -4.08  0.102
H18 2.20 -3.88 -4.17  0.476
C9 2.24 -2.57 -2.65  -0.574
H19 3.26 -3.53 -6.20  0.411
H20 3.28 -1.90 -6.90  0.401
H21 1.82 -2.78 -6.96  0.311
H22 1.71 -3.15 -1.91  0.410
H23 1.98 -1.53 -2.55  -0.253
H24 3.32 -2.68 -2.60  0.484
C10 -1.56 5.12 2.99  -0.768
C11 -2.72 4.36 2.49  0.804
O4 -3.60 4.02 3.16  -0.467
N4 -2.67 3.92 1.05  0.442
H25 -3.40 4.44 0.54  0.409
H26 -1.79 4.21 0.61  -0.225
C12 -2.94 2.47 0.97  -0.919
H27 -1.08 5.79 2.28  0.286
H28 -0.72 4.46 3.26  -0.029
H29 -1.78 5.64 3.92  0.397
H30 -3.16 2.22 -0.06  0.335
H31 -3.87 2.24 1.49  0.559
H32 -2.11 1.89 1.34  0.073
C13 2.67 3.68 0.38  -0.999
C14 2.70 3.09 -0.99  0.778
O5 3.46 3.36 -1.84  -0.450
N5 1.61 2.04 -1.25  2.315
H33 1.89 1.15 -0.82  -0.573
H34 0.72 2.35 -0.84  -0.227
C15 1.31 1.94 -2.70  -1.070
H35 3.29 4.58 0.28  0.503
H36 3.14 2.97 1.06  0.094
H37 1.72 4.06 0.76  0.067
H38 2.09 1.29 -3.10  0.484
H39 1.43 2.90 -3.19  0.417
H40 0.37 1.42 -2.83  0.155
C16 -4.40 -3.12 -2.36  -0.809
C17 -4.39 -2.08 -3.41  0.526
O6 -5.16 -1.97 -4.25  -0.431
N6 -3.19 -1.17 -3.43  0.708
H41 -2.57 -1.23 -2.61  -0.648
H42 -2.64 -1.43 -4.26  0.399
C18 -3.60 0.27 -3.53  -0.813
H43 -4.61 -2.83 -1.33  0.285
H44 -3.38 -3.51 -2.29  0.107
H45 -5.01 -3.92 -2.76  0.342
H46 -4.29 0.55 -2.75  0.319
H47 -4.05 0.43 -4.51  0.390
H48 -2.67 0.84 -3.49  0.352
P1 5.02 -0.21 -0.71  1.414
F1 6.18 -0.64 -1.70  -0.360
F2 3.97 -0.32 -1.95  -0.362
F3 4.66 -1.73 -0.23  -0.398
F4 3.67 0.22 0.21  -0.495
F5 6.03 -0.16 0.53  -0.379
F6 5.28 1.34 -0.98  -0.408
P2 -0.72 -0.83 -0.48  1.252
F7 -0.47 -0.79 -2.08  -0.218
F8 0.88 -0.58 -0.24  -0.277
F9 -1.00 0.74 -0.50  -0.280
F10 -0.81 -0.93 1.13  -0.096
F11 -2.32 -1.07 -0.59  -0.574
F12 -0.42 -2.41 -0.58  -0.512
P3 0.89 1.66 3.35  2.199
F13 1.10 3.23 3.15  -0.457
F14 1.16 1.81 4.94  -0.461
F15 -0.71 1.91 3.63  -0.611
F16 0.60 0.05 3.58  -0.544
F17 0.68 1.50 1.76  -0.848
F18 2.47 1.38 3.17  -0.371
B1 -1.27 -4.18 -4.09  -0.065
F19 -1.52 -5.27 -3.25  -0.358
F20 -2.41 -4.02 -4.95  -0.394
F21 -1.15 -3.00 -3.31  0.011
F22 -0.16 -4.42 -4.95  -0.404
B2 -0.78 4.87 -1.41  0.071
F23 -0.53 3.52 -0.97  -0.337
F24 -0.74 5.69 -0.25  -0.409
F25 0.25 5.28 -2.27  -0.352
F26 -1.98 4.97 -2.12  -0.358



> molecular weight of number 2 (C18H48B2CuF8O18S6)?

982.12 Da



> Which of these has the highest multiplicity?

C18H47O17S5V



> Look up the multiplicity of the second one.

2



> Among the records above, which one has the lowest molecular weight?

C18H47O17S5V